(1)
Entry from the Open Molecules 2025 dataset: a structure of composition C4H6N2O2 (wB97M-V/def2-TZVPD).

Each line ends with the Mulliken charge.
Geometry (Å):
C1 -1.96 0.05 0.37  -0.707
C2 -0.03 -0.67 -0.45  0.616
C3 0.66 -1.70 -0.18  -0.409
C4 0.95 0.37 -0.08  0.300
H1 -1.90 -0.31 1.70  0.217
H2 -1.62 1.10 0.37  0.345
H3 -3.13 -0.21 0.11  0.217
H4 0.48 -2.80 -0.15  0.427
H5 1.01 2.36 -1.38  0.309
H6 1.81 2.17 0.32  0.332
N1 2.15 -0.08 -0.06  -0.421
N2 0.97 1.81 -0.11  -0.671
O1 -1.38 -0.67 -0.65  -0.359
O2 1.99 -1.42 0.18  -0.194

Output
Total energy   -415.78243 Ha
Highest occupied orbital energy   -0.355 Ha
M   114.10 g mol⁻¹
Relative energy (zero: lowest compared OMol25 entry of this formula, charge and spin)   7.026 eV
Gap between HOMO and LUMO   10.0 eV

***

(2)
Entry from the Open Molecules 2025 dataset: a cluster of 2 separate species, C4H6N2O2 in total (wB97M-V/def2-TZVPD).

Each line ends with the Mulliken charge.
Geometry (Å):
C1 -0.21 1.26 -0.42  0.001
C2 -0.21 1.34 2.61  0.777
C3 1.77 0.05 -0.07  -0.252
C4 -1.28 0.61 0.09  -0.490
N1 0.98 0.74 -0.80  -0.509
N2 -1.22 -0.79 0.30  -0.515
O1 -0.88 2.28 2.58  -0.369
O2 0.60 0.55 2.84  -0.412
H1 -0.37 2.21 -0.91  0.363
H2 2.65 -0.29 -0.40  0.344
H3 1.58 -0.10 1.02  0.191
H4 -2.32 0.97 0.04  0.345
H5 -1.46 -1.26 1.19  0.229
H6 -0.31 -1.22 -0.10  0.296

Output
Structure (SMILES)   C=N/C=C\N.O=C=O
Total energy   -415.96519 Ha
Highest occupied orbital energy   -0.298 Ha
M   114.10 g mol⁻¹
Relative energy (zero: lowest compared OMol25 entry of this formula, charge and spin)   2.052 eV
Gap between HOMO and LUMO   8.7 eV